Entry 1:
{
  "formula": "C42H102F3N6O7S",
  "method": "ωB97M-V with the def2-TZVPD basis set",
  "elements": ["C", "C", "C", "O", "C", "N", "H", "H", "H", "H", "H", "H", "H", "H", "H", "H", "H", "H", "C", "N", "C", "C", "C", "C", "O", "H", "H", "H", "H", "H", "H", "H", "H", "H", "H", "H", "H", "H", "H", "C", "N", "C", "C", "C", "C", "O", "H", "H", "H", "H", "H", "H", "H", "H", "H", "H", "H", "H", "H", "H", "C", "N", "C", "C", "C", "C", "O", "H", "H", "H", "H", "H", "H", "H", "H", "H", "H", "H", "H", "H", "H", "C", "C", "C", "C", "N", "C", "C", "C", "C", "C", "C", "C", "H", "H", "H", "H", "H", "H", "H", "H", "H", "H", "H", "H", "H", "H", "H", "H", "H", "H", "H", "H", "H", "H", "H", "H", "C", "C", "C", "C", "N", "C", "C", "C", "C", "C", "C", "C", "H", "H", "H", "H", "H", "H", "H", "H", "H", "H", "H", "H", "H", "H", "H", "H", "H", "H", "H", "H", "H", "H", "H", "H", "C", "F", "F", "F", "S", "O", "O", "O"],
  "coordinates": [[5.90, -0.87, 4.02], [4.81, 0.05, 3.36], [5.04, 0.32, 1.87], [4.39, -0.69, 1.08], [4.47, -0.59, -0.38], [3.48, -0.65, 3.54], [2.77, -0.05, 3.13], [3.43, -1.52, 3.03], [3.44, -0.70, 4.55], [6.83, -0.34, 3.85], [5.93, -1.93, 3.74], [5.86, -0.75, 5.10], [4.65, 1.01, 3.85], [6.09, 0.34, 1.60], [4.49, 1.21, 1.56], [5.43, -0.54, -0.90], [3.92, 0.28, -0.72], [4.05, -1.44, -0.91], [-3.51, 5.25, 4.89], [-4.33, 4.74, 3.67], [-5.73, 4.93, 4.00], [-4.01, 5.67, 2.47], [-4.23, 3.28, 3.30], [-3.02, 2.88, 2.40], [-1.83, 3.18, 3.09], [-3.65, 6.33, 4.98], [-2.44, 5.02, 4.88], [-4.03, 4.74, 5.70], [-5.73, 5.97, 4.32], [-5.90, 4.36, 4.92], [-6.45, 4.66, 3.22], [-2.98, 5.46, 2.17], [-3.93, 6.74, 2.67], [-4.76, 5.51, 1.69], [-5.14, 3.03, 2.76], [-4.31, 2.54, 4.10], [-3.11, 3.25, 1.38], [-2.97, 1.80, 2.24], [-1.16, 2.61, 2.72], [5.48, -4.68, -0.15], [4.04, -5.29, -0.05], [3.64, -5.51, -1.52], [4.19, -6.69, 0.65], [3.08, -4.36, 0.70], [1.56, -4.65, 0.61], [1.06, -5.90, 0.98], [5.85, -4.30, 0.80], [5.58, -3.79, -0.77], [6.09, -5.48, -0.57], [4.50, -5.54, -2.19], [3.11, -4.57, -1.67], [2.86, -6.27, -1.53], [4.62, -7.47, 0.02], [3.21, -6.89, 1.09], [4.91, -6.52, 1.46], [3.22, -3.35, 0.33], [3.33, -4.33, 1.76], [1.25, -4.55, -0.43], [0.90, -4.00, 1.18], [0.11, -5.91, 0.87], [-2.57, 0.71, -1.71], [-2.98, 0.99, -3.13], [-1.91, 0.62, -4.13], [-4.12, -0.08, -3.47], [-3.68, 2.41, -3.24], [-2.93, 3.56, -2.66], [-1.66, 3.60, -3.23], [-1.62, 1.14, -1.38], [-2.46, -0.38, -1.63], [-3.40, 0.98, -1.06], [-1.43, -0.31, -3.84], [-1.13, 1.38, -4.06], [-2.36, 0.62, -5.13], [-3.64, -1.04, -3.68], [-4.54, 0.32, -4.40], [-4.89, -0.18, -2.71], [-4.56, 2.19, -2.63], [-4.12, 2.60, -4.22], [-2.90, 3.45, -1.57], [-3.30, 4.56, -2.87], [-1.62, 4.39, -3.76], [4.21, 9.49, 2.94], [3.31, 8.90, 1.84], [2.24, 8.04, 2.37], [2.71, 6.59, 2.71], [1.55, 5.80, 3.23], [1.87, 4.37, 3.59], [2.49, 4.29, 4.97], [1.98, 5.56, 5.66], [1.11, 6.26, 4.64], [0.36, 5.70, 2.15], [0.67, 4.87, 0.75], [-0.43, 4.44, -0.27], [5.05, 10.05, 2.54], [4.62, 8.63, 3.47], [3.76, 10.09, 3.73], [3.84, 8.40, 1.03], [2.85, 9.70, 1.25], [1.58, 8.02, 1.50], [1.63, 8.61, 3.07], [3.56, 6.48, 3.37], [3.01, 6.05, 1.81], [0.90, 3.87, 3.68], [2.57, 4.02, 2.84], [2.29, 3.33, 5.45], [3.57, 4.25, 5.12], [1.27, 5.24, 6.42], [2.89, 6.11, 5.91], [0.06, 5.97, 4.61], [1.11, 7.35, 4.71], [-0.02, 6.71, 2.02], [-0.41, 5.13, 2.67], [1.25, 4.00, 1.06], [1.33, 5.59, 0.26], [-0.73, 5.21, -0.98], [-1.29, 4.10, 0.29], [0.06, 3.62, -0.80], [0.24, -5.93, -7.85], [-0.22, -6.95, -6.76], [-1.46, -6.37, -6.03], [-1.75, -7.31, -4.81], [-3.03, -6.91, -3.99], [-3.20, -8.06, -2.92], [-4.66, -8.00, -2.43], [-5.41, -7.45, -3.62], [-4.40, -7.01, -4.77], [-2.92, -5.49, -3.35], [-1.55, -5.20, -2.67], [-1.60, -3.90, -1.82], [0.42, -4.97, -7.38], [-0.50, -5.78, -8.63], [1.08, -6.25, -8.46], [0.63, -7.13, -6.11], [-0.31, -7.91, -7.27], [-2.35, -6.29, -6.65], [-1.13, -5.41, -5.63], [-0.84, -7.34, -4.22], [-1.83, -8.33, -5.21], [-2.52, -8.06, -2.06], [-2.98, -8.98, -3.47], [-4.92, -7.33, -1.62], [-5.10, -8.99, -2.28], [-6.13, -6.68, -3.36], [-5.96, -8.09, -4.31], [-4.61, -6.05, -5.23], [-4.24, -7.79, -5.51], [-3.71, -5.46, -2.60], [-3.04, -4.79, -4.17], [-0.83, -4.91, -3.44], [-1.16, -6.02, -2.06], [-0.65, -3.39, -1.67], [-2.11, -4.26, -0.93], [-2.37, -3.29, -2.30], [0.63, -0.81, 0.46], [-0.04, -1.51, 1.44], [1.78, -1.36, 0.12], [-0.15, -0.70, -0.65], [0.87, 1.01, 1.04], [1.63, 1.74, 0.01], [-0.49, 1.47, 1.28], [1.59, 0.83, 2.28]],
  "lowdin_charge": [-0.008, -0.261, -0.141, -0.229, -0.068, 0.217, 0.065, 0.148, 0.170, 0.096, 0.093, 0.090, 0.155, 0.144, 0.127, 0.098, 0.084, 0.064, 0.062, -0.328, -0.021, 0.038, -0.072, -0.237, -0.078, 0.113, 0.091, 0.110, 0.121, 0.121, 0.128, 0.082, 0.116, 0.117, 0.131, 0.151, 0.096, 0.122, 0.040, 0.022, -0.295, 0.038, 0.059, -0.077, -0.248, -0.045, 0.106, 0.100, 0.115, 0.117, 0.089, 0.113, 0.120, 0.095, 0.106, 0.103, 0.140, 0.096, 0.123, 0.102, -0.004, -0.286, 0.017, 0.038, -0.059, -0.249, -0.045, 0.097, 0.089, 0.111, 0.103, 0.100, 0.118, 0.091, 0.106, 0.110, 0.127, 0.147, 0.100, 0.149, 0.115, -0.074, -0.269, -0.201, -0.076, -0.198, -0.120, -0.156, -0.119, -0.076, -0.038, -0.149, -0.075, 0.085, 0.060, 0.084, 0.120, 0.119, 0.105, 0.124, 0.141, 0.132, 0.128, 0.134, 0.117, 0.116, 0.133, 0.134, 0.117, 0.132, 0.114, 0.072, 0.064, 0.101, 0.079, 0.042, 0.064, -0.097, -0.239, -0.173, -0.112, -0.172, -0.065, -0.143, -0.153, -0.034, -0.083, -0.227, -0.086, 0.065, 0.077, 0.081, 0.105, 0.117, 0.121, 0.092, 0.122, 0.134, 0.127, 0.134, 0.117, 0.135, 0.119, 0.123, 0.126, 0.135, 0.132, 0.128, 0.098, 0.104, 0.063, 0.081, 0.058, -0.576, 0.106, 0.130, 0.083, 0.523, -0.296, -0.313, -0.333],
  "gap_ev": 10.00,
  "total_charge": 5,
  "total_energy_ha": -3212.54637
}

---

Entry 2:
{
  "formula": "C42H105ClN7O14Tl",
  "method": "ωB97M-V with the def2-TZVPD basis set",
  "elements": ["Tl", "Cl", "C", "O", "C", "C", "N", "C", "C", "O", "C", "H", "H", "H", "H", "H", "H", "H", "H", "H", "H", "H", "H", "H", "H", "H", "C", "O", "C", "C", "N", "C", "C", "O", "C", "H", "H", "H", "H", "H", "H", "H", "H", "H", "H", "H", "H", "H", "H", "H", "C", "O", "C", "C", "N", "C", "C", "O", "C", "H", "H", "H", "H", "H", "H", "H", "H", "H", "H", "H", "H", "H", "H", "H", "C", "O", "C", "C", "N", "C", "C", "O", "C", "H", "H", "H", "H", "H", "H", "H", "H", "H", "H", "H", "H", "H", "H", "H", "C", "O", "C", "C", "N", "C", "C", "O", "C", "H", "H", "H", "H", "H", "H", "H", "H", "H", "H", "H", "H", "H", "H", "H", "C", "O", "C", "C", "N", "C", "C", "O", "C", "H", "H", "H", "H", "H", "H", "H", "H", "H", "H", "H", "H", "H", "H", "H", "C", "O", "C", "C", "N", "C", "C", "O", "C", "H", "H", "H", "H", "H", "H", "H", "H", "H", "H", "H", "H", "H", "H", "H"],
  "coordinates": [[1.39, 3.05, -2.90], [0.05, 0.25, -1.31], [-2.16, 3.78, -1.07], [-1.58, 3.20, -2.29], [-2.46, 2.75, -3.31], [-1.87, 2.93, -4.73], [-0.55, 2.24, -4.99], [-0.50, 0.78, -4.95], [0.86, 0.40, -5.51], [1.84, 0.51, -4.48], [3.05, -0.09, -4.99], [-2.64, 4.72, -1.35], [-1.50, 3.97, -0.22], [-2.97, 3.17, -0.68], [-3.42, 3.28, -3.34], [-2.59, 1.67, -3.18], [-1.86, 4.02, -4.84], [-2.71, 2.58, -5.34], [-0.19, 2.27, -5.93], [-1.27, 0.31, -5.57], [-0.71, 0.40, -3.96], [1.19, 0.87, -6.44], [0.68, -0.60, -5.91], [3.77, 0.04, -4.19], [3.53, 0.30, -5.88], [2.94, -1.16, -5.19], [-3.43, -1.20, 2.19], [-4.60, -0.93, 1.50], [-4.45, -0.53, 0.13], [-5.80, -0.34, -0.62], [-5.38, 0.00, -2.02], [-4.46, -0.78, -2.83], [-4.69, -0.56, -4.34], [-3.52, -0.83, -5.06], [-3.68, -0.62, -6.41], [-3.73, -1.25, 3.23], [-2.64, -0.46, 2.18], [-3.08, -2.12, 1.71], [-3.83, -1.28, -0.36], [-4.01, 0.47, 0.09], [-6.42, 0.41, -0.14], [-6.44, -1.22, -0.62], [-5.99, 0.53, -2.62], [-4.64, -1.85, -2.73], [-3.45, -0.47, -2.53], [-4.99, 0.49, -4.43], [-5.62, -1.09, -4.55], [-2.84, -1.14, -6.86], [-3.76, 0.47, -6.47], [-4.53, -1.21, -6.75], [-2.44, 2.52, 2.36], [-2.29, 2.70, 3.75], [-2.12, 1.45, 4.50], [-2.17, 1.77, 6.02], [-1.22, 2.93, 6.33], [-1.15, 3.36, 7.74], [-2.46, 3.87, 8.36], [-2.18, 4.45, 9.64], [-3.01, 4.00, 10.65], [-1.50, 2.23, 1.88], [-2.92, 3.43, 2.03], [-3.25, 1.84, 2.12], [-1.17, 1.08, 4.12], [-2.96, 0.81, 4.24], [-1.84, 0.98, 6.69], [-3.22, 1.81, 6.30], [-1.74, 3.65, 5.84], [-0.37, 4.13, 7.71], [-1.01, 2.58, 8.49], [-3.26, 3.13, 8.43], [-2.99, 4.62, 7.78], [-4.01, 4.41, 10.53], [-2.47, 4.13, 11.59], [-3.22, 2.93, 10.61], [1.06, -4.79, 0.84], [-0.31, -4.97, 0.87], [-1.08, -3.96, 0.15], [-1.01, -3.98, -1.43], [-1.77, -2.84, -1.97], [-1.44, -2.58, -3.33], [-1.88, -3.87, -4.09], [-1.55, -3.44, -5.44], [-2.18, -4.38, -6.35], [1.48, -4.56, -0.15], [1.70, -5.47, 1.40], [1.26, -3.84, 1.34], [-1.00, -2.98, 0.62], [-2.08, -4.29, 0.45], [-1.29, -4.97, -1.77], [0.03, -3.93, -1.74], [-1.80, -2.01, -1.40], [-0.40, -2.34, -3.54], [-1.98, -1.71, -3.71], [-2.91, -4.13, -3.86], [-1.30, -4.77, -3.91], [-2.46, -3.93, -7.30], [-3.16, -4.68, -5.97], [-1.67, -5.33, -6.50], [0.65, 5.50, 0.06], [1.35, 4.23, -0.21], [1.91, 3.66, 0.91], [3.20, 2.89, 0.40], [2.90, 1.80, -0.59], [4.00, 1.04, -1.28], [4.96, 1.93, -2.08], [4.46, 2.14, -3.44], [5.48, 2.50, -4.36], [1.07, 6.23, 0.74], [-0.32, 5.22, 0.47], [0.36, 6.05, -0.84], [1.16, 2.97, 1.29], [1.92, 4.36, 1.75], [3.46, 2.58, 1.41], [3.89, 3.65, 0.02], [2.23, 1.21, -0.14], [3.65, 0.19, -1.88], [4.47, 0.42, -0.52], [5.85, 1.31, -2.23], [5.38, 2.79, -1.55], [6.27, 1.75, -4.35], [5.95, 3.43, -4.04], [5.02, 2.54, -5.34], [5.06, -2.43, -1.74], [4.20, -2.45, -2.91], [3.11, -3.33, -2.64], [2.33, -3.48, -4.00], [3.18, -4.25, -4.96], [2.73, -4.10, -6.34], [3.45, -5.11, -7.26], [2.75, -6.28, -7.75], [2.43, -7.19, -6.69], [5.66, -3.34, -1.61], [4.48, -2.33, -0.82], [5.90, -1.74, -1.63], [2.47, -2.90, -1.88], [3.49, -4.25, -2.21], [2.00, -2.50, -4.32], [1.41, -4.01, -3.73], [4.02, -3.73, -4.75], [2.91, -3.11, -6.74], [1.66, -4.31, -6.33], [4.45, -5.41, -6.94], [3.64, -4.55, -8.18], [1.77, -6.75, -5.94], [3.29, -7.65, -6.19], [1.91, -8.06, -7.09], [2.23, -0.07, 3.68], [3.05, 0.91, 4.32], [2.57, 1.63, 5.50], [2.29, 0.69, 6.66], [1.82, 1.56, 7.79], [1.54, 0.92, 9.09], [1.72, 1.98, 10.26], [1.27, 1.47, 11.55], [-0.08, 1.81, 11.88], [2.96, -0.78, 3.29], [1.43, 0.23, 3.01], [1.80, -0.65, 4.50], [1.71, 2.24, 5.21], [3.25, 2.40, 5.85], [3.24, 0.26, 6.99], [1.58, -0.11, 6.43], [1.05, 2.15, 7.49], [2.24, 0.10, 9.25], [0.55, 0.45, 9.17], [1.20, 2.90, 10.00], [2.79, 2.16, 10.42], [-0.73, 1.20, 11.25], [-0.37, 2.87, 11.87], [-0.24, 1.42, 12.89]],
  "lowdin_charge": [1.075, -0.071, -0.046, -0.301, -0.206, -0.130, -0.051, -0.212, -0.214, -0.258, -0.085, 0.100, 0.051, 0.082, 0.135, 0.102, 0.124, 0.115, 0.110, 0.114, 0.063, 0.136, 0.127, 0.073, 0.103, 0.061, -0.119, -0.178, -0.188, -0.116, -0.019, -0.196, -0.213, -0.227, -0.099, 0.099, 0.067, 0.079, 0.099, 0.113, 0.126, 0.123, 0.115, 0.132, 0.097, 0.116, 0.138, 0.095, 0.095, 0.104, -0.126, -0.207, -0.166, -0.158, -0.037, -0.203, -0.218, -0.180, -0.143, 0.084, 0.091, 0.072, 0.110, 0.101, 0.112, 0.108, 0.088, 0.128, 0.108, 0.113, 0.124, 0.095, 0.091, 0.081, -0.123, -0.166, -0.161, -0.129, 0.048, -0.193, -0.174, -0.190, -0.086, 0.064, 0.101, 0.078, 0.106, 0.122, 0.135, 0.103, 0.062, 0.119, 0.091, 0.129, 0.117, 0.088, 0.082, 0.092, -0.044, -0.320, -0.222, -0.116, -0.042, -0.147, -0.162, -0.298, -0.081, 0.102, 0.064, 0.096, 0.116, 0.134, 0.121, 0.121, 0.035, 0.107, 0.122, 0.118, 0.125, 0.094, 0.096, 0.096, -0.093, -0.197, -0.212, -0.184, -0.033, -0.197, -0.189, -0.185, -0.112, 0.091, 0.080, 0.084, 0.102, 0.125, 0.081, 0.094, 0.093, 0.105, 0.117, 0.123, 0.112, 0.070, 0.086, 0.084, -0.099, -0.207, -0.189, -0.163, -0.009, -0.162, -0.152, -0.187, -0.097, 0.091, 0.072, 0.066, 0.108, 0.127, 0.130, 0.109, 0.069, 0.118, 0.110, 0.106, 0.122, 0.079, 0.080, 0.093],
  "gap_ev": 1.31,
  "total_charge": 2,
  "total_energy_ha": -3731.34294
}